The following is a DFT calculation (the ωB97M-V functional and the def2-TZVPD basis) of C34H100Br3O34P7S6 as an isolated structure.

```
! RIJCOSX wB97M-V def2-TZVPD def2/J DEFGRID3
* xyz 0 1
Br 11.9653 17.4281 19.0636
Br 9.1334 17.3578 17.5304
Br 11.4317 15.1642 16.6868
S 13.9633 8.5280 14.5204
S 16.1886 17.5626 15.1480
S 20.9785 12.3925 20.5615
S 11.1857 10.4315 18.9319
S 19.2829 10.2631 16.3516
S 19.8918 16.5266 13.4602
P 9.6682 15.3089 22.1171
P 15.8984 13.8298 17.9307
P 20.1881 18.0773 19.7240
P 11.5063 12.5685 13.2793
P 16.5600 15.1563 23.5081
P 16.5516 9.6458 22.2891
P 17.1761 13.1042 11.2949
O 15.2940 10.5141 22.6353
O 12.4295 10.9457 19.5875
O 16.4083 11.7376 10.7951
O 19.8823 17.6021 14.5692
O 16.2043 8.2362 23.0093
O 16.7446 14.9923 18.6099
O 10.0473 15.1696 20.7252
O 18.8980 18.0593 18.8159
O 13.2352 8.4516 15.8173
O 10.3704 14.3303 23.0878
O 19.9332 17.3277 20.9499
O 21.4400 11.1166 19.9043
O 16.7268 13.1555 12.8297
O 10.9847 11.6805 12.1130
O 14.3832 14.2724 18.1760
O 15.1814 15.5058 24.1533
O 16.2716 13.4715 16.5851
O 8.1815 15.2374 22.4505
O 16.5690 15.8665 22.1657
O 18.5880 13.1634 10.8687
O 10.1657 16.6788 22.6605
O 15.6849 17.7534 13.7172
O 16.4514 14.3515 10.6988
O 17.7769 10.1477 23.1641
O 21.3919 17.5478 18.7687
O 16.8974 9.5267 20.8929
O 17.9011 10.3387 15.8565
O 11.3518 11.8905 14.5886
O 16.7913 13.7170 23.3510
O 12.9973 13.0022 12.8990
O 20.6523 19.5765 19.8401
O 17.5827 15.9316 24.4936
O 10.7340 13.9164 13.1645
O 16.0849 12.5425 18.8529
C 15.9732 11.2653 18.2657
C 14.4477 10.2986 14.4142
C 11.4753 8.6705 18.4839
C 7.6697 15.2358 23.7924
C 18.9189 15.9814 24.0711
C 9.2827 13.8608 13.3770
C 19.6403 11.9417 16.9872
C 21.4843 16.1150 18.5373
C 11.3870 10.9818 17.1517
C 19.0400 15.1923 14.2491
C 11.6411 13.8117 22.7530
C 15.6685 7.9311 14.6337
C 15.1449 14.8793 11.0619
C 18.9017 18.6626 17.4745
C 22.0522 19.7900 20.1112
C 14.5140 14.7087 25.0613
C 21.7944 12.5974 22.1585
C 18.9932 9.4211 17.9362
C 18.1757 14.9295 18.6846
C 13.7732 13.6644 13.8940
C 18.7697 16.8613 12.1096
C 17.3426 12.2270 13.7303
C 13.8222 14.1845 19.4793
C 16.5921 17.2802 21.8846
C 19.3800 11.9200 21.2029
C 17.8252 10.2654 24.5640
C 15.0452 11.6817 21.7862
C 15.0254 7.5888 22.5471
C 15.9210 19.1773 15.8272
C 11.4216 11.7091 10.7741
C 14.8235 16.7402 16.0648
C 9.6520 17.8545 22.0684
C 10.6016 16.3287 18.0427
C 16.2086 11.4323 9.4430
H 13.9088 17.1518 15.5797
H 21.2864 15.4930 19.3737
H 13.5541 10.7925 14.7540
H 18.8916 10.4422 24.7887
H 13.6898 13.2030 19.8088
H 17.7354 17.0723 12.4337
H 15.8440 12.4067 21.8100
H 14.4708 14.7622 20.1436
H 18.6919 11.7426 20.3472
H 8.9554 13.3724 14.2792
H 15.2478 11.8443 9.0652
H 17.0844 11.7958 8.8779
H 19.0789 12.5793 21.9931
H 10.0059 17.9837 21.0114
H 18.8023 12.3126 17.5981
H 18.8179 15.9235 11.4849
H 18.5084 14.0518 19.2778
H 17.7275 9.2682 25.0313
H 22.8075 12.4376 21.9677
H 19.2307 17.5325 11.4086
H 12.8303 14.6520 19.4447
H 16.4017 17.4175 20.8612
H 11.6184 12.0631 17.1248
H 8.5403 17.7778 22.0408
H 14.8476 13.4271 13.7283
H 22.4997 19.0270 20.7002
H 22.5507 15.9804 18.1545
H 14.9333 19.4776 15.5230
H 6.6512 15.6089 23.7686
H 18.4071 12.3222 13.7650
H 8.8706 13.2912 12.5254
H 18.0463 15.5306 14.5566
H 17.1085 10.9727 24.9838
H 15.0324 15.1973 12.1107
H 14.9746 15.8191 10.4680
H 8.2584 16.0233 24.3234
H 20.4121 11.7683 17.7533
H 13.4707 14.7573 13.8683
H 12.2729 10.4217 16.8360
H 15.3211 6.7826 21.9330
H 11.8380 12.6652 10.5000
H 18.2678 8.6375 17.6176
H 15.2287 10.5288 15.2018
H 19.6332 10.9775 21.6038
H 20.0504 12.6036 16.1669
H 14.7412 15.0276 26.1016
H 16.6406 11.2058 17.4046
H 15.7999 17.8306 22.3904
H 15.9765 19.0790 16.9469
H 19.9211 18.6508 17.0930
H 22.6501 19.9078 19.2114
H 15.7024 6.8451 14.5190
H 14.9214 15.6184 16.0760
H 21.5414 13.6749 22.4392
H 7.5725 14.2677 24.3695
H 14.5305 7.2081 23.4876
H 18.2724 18.0306 16.8812
H 16.3352 10.5550 18.9809
H 18.5575 14.8051 17.6740
H 14.7436 17.0772 17.1225
H 19.5077 15.0553 24.2905
H 10.6163 8.4883 17.8929
H 17.5744 17.6542 22.1238
H 10.1392 15.6348 18.7484
H 11.3657 8.0788 19.4014
H 21.3755 12.0096 22.9477
H 10.5318 11.4871 10.1870
H 16.2829 10.3280 9.4917
H 16.8601 12.5027 14.6388
H 10.4169 10.7795 16.6665
H 18.5088 15.8225 19.2104
H 14.9032 10.4827 13.4088
H 9.8192 18.7282 22.7540
H 8.9130 14.8480 13.4167
H 11.5925 13.2179 21.8823
H 14.4339 8.2636 21.9589
H 14.9426 10.9678 18.0325
H 12.2025 10.9783 10.6533
H 22.0341 20.7482 20.6970
H 16.9834 11.3004 13.4547
H 18.5256 10.1042 18.6179
H 13.4478 14.8891 24.8439
H 12.3542 14.5621 22.6274
H 18.9597 14.3123 13.6400
H 11.9050 13.2462 23.6339
H 14.2624 12.2089 22.2431
H 14.3205 14.2272 10.7912
H 14.7608 13.5963 24.8776
H 20.8138 15.8702 17.7527
H 12.3616 8.5615 17.9520
H 16.1046 8.4263 13.8462
H 19.8544 9.0175 18.3984
H 19.0512 16.3296 23.0760
H 18.4335 19.6673 17.4732
H 16.1289 8.3856 15.5323
H 16.6447 19.8644 15.3936
H 13.5209 13.2895 14.9175
H 19.4235 16.7220 24.7199
H 14.6999 11.3346 20.8206
H 19.5387 14.8995 15.1981
*
```

Results
HOMO ... -8.306 eV

Results of the Mulliken charge analysis, in e, for atoms 1 through 8:
1 Br -0.144
2 Br -0.047
3 Br 0.108
4 S 0.154
5 S 1.195
6 S 0.768
7 S 0.153
8 S 0.078

The following is a DFT calculation (the ωB97M-V functional and the def2-TZVPD basis) of a 17-piece molecular cluster, C34H102O17 overall.

```
! RIJCOSX wB97M-V def2-TZVPD def2/J DEFGRID3
* xyz 0 1
O -0.0477 -6.9959 1.9399
O -3.5937 -7.4743 1.4908
O 0.6946 -0.6398 3.4644
O -3.9275 0.3054 -1.3385
O -3.5347 2.5049 -3.2572
O 0.7457 -0.1741 -2.7757
O -0.6116 5.2562 -1.1994
O -1.2655 0.0159 5.5328
O -2.5813 -2.1518 4.3615
O 2.4754 -2.3824 -2.8625
O 2.6734 4.1020 -2.0183
O -4.3558 -1.0226 1.8771
O 3.8554 3.0288 0.4282
O 3.0545 6.3000 -0.1725
O -1.0252 1.4668 -3.9652
O 0.5306 2.8107 -0.1793
O 4.4153 -0.7207 -3.8352
C 2.1587 -4.7899 -2.2228
C -2.8933 5.5528 -2.0244
C -0.0517 1.8739 -4.9389
C -0.1431 1.0312 -6.1417
C 3.6036 2.2277 1.5955
C 5.8154 -0.4268 -3.7612
C -0.4619 2.9190 0.8872
C 3.7046 6.2928 1.1133
C 5.1424 6.0095 0.8519
C -4.9432 -7.3840 1.9291
C 0.5794 -0.0797 -0.3152
C -1.7960 -3.8787 5.7269
C 3.6541 3.3230 -2.6278
C -3.4820 -0.8313 -2.0769
C 4.0954 3.7731 -4.0168
C 1.3503 0.3886 -1.5715
C 2.6420 -3.3762 -1.7474
C -1.3879 -0.0927 6.9879
C -3.7270 3.8021 -5.3388
C -5.1590 -6.1248 2.7322
C -2.2950 -3.5734 4.3498
C 1.7099 -2.5623 2.3830
C 5.9563 0.3043 -2.4586
C -4.4352 2.9962 -4.2467
C -4.3094 -1.3483 -3.2532
C -1.4150 5.3935 -2.3928
C 0.2769 -9.0177 0.7029
C -0.0815 -8.4054 2.0254
C -1.0752 1.2284 7.6842
C 0.1589 2.5940 2.2010
C -3.3837 1.1986 2.3918
C 4.7887 1.2194 1.6295
C 0.4299 -1.9375 3.0083
C -4.5696 0.2326 2.5552
H -1.1737 2.1380 0.6448
H -2.7055 2.1040 -3.5920
H 4.7019 0.6177 0.7441
H -3.4607 6.0612 -2.7998
H 3.2699 -1.8522 -2.9358
H -0.0099 -0.0413 -5.9422
H -2.9601 6.2897 -1.1862
H -3.0027 4.4407 -4.7949
H 5.6195 6.9167 0.4424
H -1.1647 1.0471 -6.5924
H -4.6634 -0.5486 -3.9073
H -3.1194 1.2953 1.3374
H 5.2530 5.3337 0.0097
H 5.7649 1.6942 1.6111
H -5.6105 -7.4665 1.0438
H -0.2332 1.6977 7.1008
H -4.5369 -6.2984 3.6832
H 1.1534 3.1631 2.2887
H -3.0504 -1.9559 3.5447
H 0.3374 1.5707 2.2306
H -3.2212 -4.1254 4.1536
H -2.4143 -0.3944 7.1797
H -1.8351 -0.6662 5.1631
H 6.9553 0.6115 -2.2307
H 0.9851 -1.1348 -2.8260
H -3.3063 4.6372 -1.7064
H 2.0131 -2.9849 -0.9579
H 4.6413 2.9368 -4.3269
H -1.0633 -8.7291 2.3796
H -4.6664 -5.2599 2.2344
H -0.2840 -1.9082 2.2433
H 3.5635 7.2534 1.5558
H -2.1015 -4.9291 5.9697
H 4.7602 0.4842 2.4901
H -0.8545 3.9481 0.8823
H 2.1170 6.6513 -0.0010
H 0.2546 -10.1179 0.7302
H -2.4236 -0.5484 -2.5504
H -4.6911 -0.0530 3.5862
H -3.5890 2.2467 2.7670
H 0.5863 -8.8194 2.8149
H 3.1316 2.3717 -2.8194
H -3.1531 -7.5290 2.3261
H 1.0086 1.7412 -4.5615
H -5.0655 -8.2632 2.5808
H -5.2886 -1.7893 -2.9425
H 2.9083 -5.3602 -2.7069
H 1.3158 -4.6014 -2.9091
H -4.0929 -0.6949 1.0065
H 0.9879 0.4875 0.5447
H -3.3042 3.1372 -6.0749
H -0.4271 2.8250 3.0879
H -0.5145 0.9997 -3.3112
H 4.2342 -1.2557 -4.5949
H 3.6978 -3.3544 -1.4326
H -1.4625 -3.8109 3.6681
H -0.3053 -8.6369 -0.0744
H 2.4090 0.0792 -1.5167
H 6.3944 -1.3789 -3.5995
H 3.5222 2.8648 2.4966
H 2.4448 -2.8134 3.1218
H 1.6859 -5.2818 -1.3913
H -0.2734 2.9083 -5.1481
H 5.5031 -0.2850 -1.6425
H 0.0021 -0.4484 4.1106
H 5.4024 1.1954 -2.4774
H 1.2521 -8.6539 0.4064
H -4.4450 4.4953 -5.8765
H -2.1487 -3.3072 6.5375
H -3.7375 1.1030 -1.7803
H 2.2725 -1.9363 1.6759
H 3.3096 3.8034 -4.7309
H 0.6566 1.3182 -6.8126
H -5.0020 2.1768 -4.6810
H 5.6713 5.7344 1.7156
H 3.0432 3.1612 -0.0643
H -5.4306 0.6642 2.2073
H 2.7305 1.5682 1.5369
H -0.6545 -6.6786 1.2516
H 0.2044 -2.6640 3.7988
H 1.2494 1.4619 -1.6296
H 0.2369 5.6551 -1.4869
H -2.5595 0.7051 2.9019
H 3.0300 4.9705 -1.8324
H 6.1595 0.0163 -4.6839
H -0.7373 -3.9066 5.6827
H 0.7498 -1.1752 -0.2745
H -3.7224 -2.1002 -3.7733
H 1.3759 -3.5281 1.9405
H -5.0560 3.6535 -3.6801
H -6.1570 -5.8803 3.0921
H -3.4198 -1.6723 -1.3438
H -0.7700 1.2068 8.7546
H 0.3171 3.4673 -0.8126
H 3.2966 5.5248 1.8140
H -1.0002 6.2236 -2.8738
H -1.9310 1.8592 7.6627
H -0.4906 0.0463 -0.3228
H 4.6592 4.7224 -4.0820
H -0.7626 -0.8919 7.3688
H -1.2837 4.5259 -2.9843
H 4.5396 3.1590 -1.9547
*
```

Results
Energy above the lowest of the compared OMol25 structures with the same formula, charge and spin ... 73.9 kcal per mole
HOMO ... -9.538 eV

Results of the Mulliken charge analysis, in e, for atoms 1 through 8:
1 O -0.460
2 O -0.451
3 O -0.432
4 O -0.394
5 O -0.197
6 O -0.593
7 O -0.453
8 O -0.414

The following is a DFT calculation (the ωB97M-V functional and the def2-TZVPD basis) of C34H21Cl2KN9OS2 as an isolated structure.

```
! RIJCOSX wB97M-V def2-TZVPD def2/J DEFGRID3
* xyz -1 1
K -1.0209 -1.3474 0.6976
Cl -7.6303 -4.8902 0.1108
Cl -2.5066 -6.3432 -0.6456
S -0.2197 -0.5740 3.5982
S -0.5590 4.9484 -4.8169
O -1.9350 -3.4309 -0.2724
N 2.2734 -0.9599 2.3948
N 1.7217 -0.7656 1.3091
N -3.7408 -1.4922 0.2999
N -1.4525 -0.2589 -1.8845
N -0.9919 3.4029 -5.0286
N -0.3617 4.9547 -3.2103
N -0.9253 1.4678 0.1098
N 2.1909 -0.2676 4.6176
N 3.6096 -0.2433 4.4094
C -1.2331 1.0136 -2.2293
C -5.9900 -0.7561 0.6094
C 5.4010 3.0452 2.4807
C -0.6231 3.7324 -2.7858
C 3.4034 1.8242 3.0826
C -4.9969 -5.3949 -0.2204
C 2.8055 -1.2029 -2.1973
C -0.8991 1.9551 -1.1336
C 4.1876 -1.1967 -2.0811
C -1.2946 1.4455 -3.5580
C 3.9867 -0.9658 0.3061
C 4.7749 -1.0770 -0.8252
C -5.5631 -3.0866 0.1982
C -0.5755 3.2875 -1.4061
C -1.8699 -0.7890 -4.1748
C -3.6465 -5.0694 -0.3113
C -3.1458 -3.7566 -0.1687
C 5.5522 1.0697 3.8492
C 4.1640 0.8956 3.7928
C 1.4965 -0.5808 3.5717
C -4.1838 -2.7579 0.1191
C -6.4633 -2.0268 0.4490
C -1.7580 -1.1352 -2.8239
C -1.6278 0.5146 -4.5441
C -5.9407 -4.4327 0.0217
C 2.5971 -0.9806 0.1890
C -0.5963 2.2601 1.1149
C -0.2340 3.6001 0.9353
C -0.2330 4.1207 -0.3380
C 6.1592 2.1296 3.2036
C -0.9869 2.8359 -3.8367
C 4.0266 2.8817 2.4327
C -4.6037 -0.5341 0.5298
C 2.0101 -1.0936 -1.0675
H 2.3410 -1.2917 -3.1717
H 5.8531 -1.0528 -0.7306
H -2.1321 -1.5368 -4.9101
H -6.6643 0.0684 0.8014
H 0.0266 5.1529 -0.5346
H 4.0414 -0.3961 5.3109
H 7.2357 2.2401 3.2581
H -0.6021 1.8023 2.1014
H -7.5231 -2.2346 0.5130
H 5.8779 3.8686 1.9649
H -5.3014 -6.4250 -0.3492
H 4.4234 -0.8429 1.2880
H -4.1975 0.4645 0.6654
H 6.1491 0.3481 4.3964
H 4.8054 -1.2749 -2.9668
H 0.0353 4.2080 1.7882
H 0.9329 -1.0722 -1.1700
H -1.9157 -2.1537 -2.4779
H 3.4199 3.5887 1.8787
H 2.3269 1.7280 3.0477
H -1.6838 0.8355 -5.5763
*
```

Results
Energy above the lowest of the compared OMol25 structures with the same formula, charge and spin ... 0.0 kcal per mole
HOMO ... -4.407 eV

Results of the Mulliken charge analysis, in e, for atoms 1 through 8:
1 K 0.773
2 Cl -0.310
3 Cl -0.264
4 S -0.494
5 S 0.097
6 O -0.910
7 N -0.589
8 N 0.637

The following is a DFT calculation (the ωB97M-V functional and the def2-TZVPD basis) of C34H21F5N4O4Rh as an isolated structure.

```
! RIJCOSX wB97M-V def2-TZVPD def2/J DEFGRID3
* xyz 1 1
Rh 0.0180 0.2781 0.0298
F -0.9144 2.0201 -2.0965
F -0.2227 6.3262 -0.3337
F 1.1489 5.2448 1.7389
F -1.2496 4.7217 -2.2701
F 1.4489 2.5748 1.9277
O 6.3270 0.1424 -4.6788
O -3.3834 2.2148 0.1197
O 4.3649 0.1449 -5.6834
O -1.1595 -1.7113 0.0249
N 1.9826 -0.1413 0.1995
N -3.4785 -1.2901 -0.0024
N -1.9937 0.3654 0.0419
N 0.1185 0.0671 2.0055
C -6.7811 -0.0895 3.5644
C -0.4158 2.8324 -1.1404
C -5.0956 -0.7717 -2.2857
C -0.6783 -0.0568 4.2296
C -3.1969 1.0300 0.0661
C -0.5899 4.1959 -1.2488
C -5.9409 1.2605 -1.3210
C -0.0646 5.0136 -0.2622
C 4.9851 0.0915 -4.6654
C -5.1668 -0.0433 1.2919
C 4.2866 -0.0212 -3.3278
C -5.1294 0.1326 -1.2350
C 4.2077 -0.1432 -0.9187
C -6.7073 0.5480 -3.4863
C 1.6391 -0.4109 3.7634
C -6.3334 -0.8035 1.3129
C 2.1771 -0.1187 -2.1887
C -4.8125 0.6876 2.4196
C 0.2485 2.2469 -0.0850
C -2.1823 -0.9792 0.0212
C 2.8236 -0.1434 -0.9609
C 0.6292 4.4596 0.8005
C -5.6200 0.6665 3.5509
C 2.3839 -0.3236 1.3862
C 0.5954 -0.3299 4.6810
C 2.8984 -0.0496 -3.3638
C -6.7288 1.4637 -2.4411
C -4.3064 -0.0771 0.0331
C 4.9314 -0.0804 -2.0982
C -7.1326 -0.8319 2.4446
C 1.3713 -0.2243 2.4302
C -5.8959 -0.5691 -3.4061
C 0.7669 3.0858 0.8778
C -0.8808 0.1536 2.8717
H 2.6550 -0.6081 4.0781
H -1.8549 0.3916 2.4705
H 1.0911 -0.1782 -2.2320
H -5.9351 1.9835 -0.5153
H -3.8356 -2.2266 0.0870
H -7.3586 2.3415 -2.5040
H 6.7167 0.0888 -3.8012
H -3.9274 1.3124 2.4121
H -7.4175 -0.0919 4.4395
H -4.4614 -1.6474 -2.2317
H -5.8897 -1.2943 -4.2093
H 3.4155 -0.5584 1.6282
H -1.5164 0.0001 4.9091
H 0.7802 -0.4822 5.7357
H 2.4097 -0.0266 -4.3282
H -5.3504 1.2611 4.4147
H -6.6128 -1.3795 0.4376
H 4.7430 -0.1649 0.0218
H -8.0382 -1.4245 2.4476
H 6.0113 -0.0807 -2.0174
H -7.3117 0.7148 -4.3684
*
```

Results
Energy above the lowest of the compared OMol25 structures with the same formula, charge and spin ... 0.0 kcal per mole
HOMO ... -11.245 eV

Results of the Mulliken charge analysis, in e, for atoms 1 through 8:
1 Rh -0.079
2 F -0.475
3 F -0.289
4 F -0.286
5 F -0.292
6 F -0.336
7 O -0.469
8 O -0.639

Number 1: Kohn-Sham gap 8.18 eV. Number 2: Kohn-Sham gap 10.10 eV. Number 3: Kohn-Sham gap 5.52 eV. Number 4: Kohn-Sham gap 6.40 eV.